(1)
C18H15B2BrF8MnN3O6 as an isolated structure at a distorted geometry. Source: the OMol25 dataset; level of theory: ωB97M-V/def2-TZVPD.

Output
LUMO (spin up / spin down)   -1.5 / -4.2 eV
Spin multiplicity   7

Last column: Löwdin charge in e.
Cartesian coordinates (Å):
1 Mn 15.458 9.767 -9.138  0.77
2 Br 13.961 11.836 -8.698  0.64
3 B 14.348 8.160 -10.667  -1.45
4 F 14.454 9.272 -11.456  0.16
5 F 13.643 8.551 -9.520  0.10
6 F 13.905 7.031 -11.299  0.19
7 F 15.598 8.023 -10.268  0.17
8 B 16.770 12.033 -6.758  -1.35
9 F 17.971 11.951 -5.973  0.09
10 F 16.657 10.966 -7.666  0.04
11 F 15.639 12.149 -6.076  0.16
12 F 16.671 13.204 -7.545  0.07
13 C 20.552 5.791 -11.964  -0.05
14 C 21.298 6.154 -10.816  -0.07
15 C 20.728 6.955 -9.874  -0.03
16 C 19.499 7.552 -10.069  -0.10
17 C 18.844 7.306 -11.304  0.02
18 C 19.319 6.388 -12.234  -0.06
19 N 18.912 8.351 -8.962  -0.30
20 O 17.739 8.656 -9.081  0.02
21 O 19.638 8.755 -8.073  0.11
22 H 20.978 4.979 -12.535  0.10
23 H 22.260 5.723 -10.582  0.11
24 H 21.292 7.090 -8.964  0.12
25 H 17.923 7.799 -11.579  0.11
26 H 18.720 6.013 -13.051  0.11
27 C 16.517 14.595 -13.733  -0.08
28 C 15.628 13.688 -13.248  -0.08
29 C 15.956 12.713 -12.291  0.01
30 C 17.263 12.592 -11.855  -0.09
31 C 18.266 13.523 -12.350  0.04
32 C 17.884 14.513 -13.341  -0.03
33 N 17.661 11.608 -10.789  -0.24
34 O 16.739 10.867 -10.381  -0.07
35 O 18.819 11.491 -10.478  0.16
36 H 16.196 15.175 -14.585  0.11
37 H 14.610 13.890 -13.546  0.11
38 H 15.140 12.136 -11.881  0.10
39 H 19.280 13.463 -11.984  0.10
40 H 18.606 15.211 -13.740  0.10
41 C 17.410 7.750 -2.900  -0.06
42 C 17.856 8.395 -4.043  -0.03
43 C 17.040 8.509 -5.195  0.03
44 C 15.739 8.026 -5.168  -0.11
45 C 15.296 7.363 -4.026  -0.01
46 C 16.136 7.166 -2.936  -0.07
47 N 14.838 8.168 -6.343  -0.26
48 O 15.342 8.568 -7.402  -0.03
49 O 13.704 7.793 -6.246  0.16
50 H 18.000 7.688 -1.997  0.11
51 H 18.871 8.759 -4.108  0.11
52 H 17.366 8.972 -6.115  0.10
53 H 14.318 6.913 -3.941  0.12
54 H 15.744 6.837 -1.985  0.11

=====

(2)
A 2-piece molecular cluster, C7H15NO2 overall at a distorted geometry. Source: the OMol25 dataset; level of theory: ωB97M-V/def2-TZVPD.

Output
LUMO   0.3 eV
ΔE to the lowest compared entry with this formula, charge and spin   35.35 kcal/mol

Last column: Löwdin charge in e.
Cartesian coordinates (Å):
1 C -1.861 -1.769 -0.567  0.10
2 C -1.812 -0.525 -0.105  -0.29
3 C -2.337 -0.129 1.243  -0.06
4 C -1.124 0.515 -0.936  -0.50
5 N -1.482 1.815 -0.691  0.19
6 O -0.640 0.227 -2.056  -0.01
7 H -2.243 -2.583 0.029  0.08
8 H -1.482 -2.004 -1.549  0.08
9 H -2.648 -1.009 1.800  0.08
10 H -1.573 0.387 1.827  0.08
11 H -3.198 0.535 1.148  0.08
12 H -1.857 2.103 0.196  0.09
13 H -1.097 2.512 -1.307  0.12
14 C 1.890 -1.278 0.498  -0.05
15 C 1.684 0.076 -0.182  -0.56
16 C 2.511 1.193 0.446  -0.05
17 O 1.845 0.016 -1.543  -0.08
18 H 2.916 -1.604 0.338  0.08
19 H 1.700 -1.213 1.568  0.07
20 H 1.221 -2.017 0.058  0.07
21 H 0.551 0.356 -0.019  0.12
22 H 2.333 1.260 1.516  0.07
23 H 2.279 2.147 -0.025  0.07
24 H 3.568 0.983 0.286  0.08
25 H 0.857 0.006 -1.974  0.10

=====

(3)
A 2-piece molecular cluster, C8H10FNO2S overall at a distorted geometry. Source: the OMol25 dataset; level of theory: ωB97M-V/def2-TZVPD.

Output
LUMO (spin up / spin down)   0.5 / -2.5 eV
Spin multiplicity   3

Last column: Löwdin charge in e.
Cartesian coordinates (Å):
1 C 2.515 -0.490 1.562  -0.07
2 C 2.426 -1.328 0.391  -0.08
3 C 2.099 0.813 1.510  -0.08
4 C 1.833 -0.799 -0.697  -0.07
5 C 1.517 1.357 0.356  -0.10
6 C 1.460 0.611 -0.745  -0.33
7 C -3.971 -0.803 -0.158  -0.17
8 C 0.922 1.094 -1.915  -0.14
9 N -3.033 0.031 0.466  -0.23
10 O -0.732 0.744 1.126  -0.35
11 O -0.957 -1.457 -0.100  -0.34
12 F 0.342 2.274 -2.072  0.05
13 S -1.342 -0.054 0.022  0.84
14 H 3.132 -0.863 2.354  0.09
15 H 2.992 -2.226 0.368  0.09
16 H 2.296 1.457 2.356  0.11
17 H 1.957 -1.394 -1.682  0.14
18 H 1.313 2.376 0.291  0.11
19 H -3.388 -1.679 -0.380  0.07
20 H -4.861 -1.013 0.440  0.08
21 H -4.499 -0.210 -1.018  0.12
22 H 1.062 0.501 -2.858  0.14
23 H -3.083 1.057 0.382  0.09